{"formula": "C15H42B3O5Sn2", "method": "ωB97M-V/def2-TZVPD", "largest_force_ha_per_bohr": 0.104, "homo_lumo_gap_ev": 2.8, "charge": 1, "homo_energy_ev": -10.91, "symbols": ["Sn", "Sn", "B", "H", "H", "H", "H", "B", "H", "H", "H", "H", "B", "H", "H", "H", "H", "C", "C", "O", "C", "H", "H", "H", "H", "H", "H", "C", "C", "O", "C", "H", "H", "H", "H", "H", "H", "C", "C", "O", "C", "H", "H", "H", "H", "H", "H", "C", "C", "O", "C", "H", "H", "H", "H", "H", "H", "C", "C", "O", "C", "H", "H", "H", "H", "H", "H"], "xyz": [[-15.6915, -15.5004, -10.1173], [-22.6193, -13.8766, -8.7161], [-18.2349, -12.8768, -6.6040], [-18.4958, -13.9021, -6.8162], [-17.1668, -12.8499, -6.7545], [-18.7567, -12.2166, -7.2794], [-18.5392, -12.6335, -5.5978], [-19.5871, -13.4704, -12.6554], [-19.5284, -12.8149, -13.5104], [-20.6136, -13.7002, -12.4152], [-19.0878, -14.3962, -12.8962], [-19.0964, -13.0503, -11.7911], [-19.8908, -17.8891, -9.4063], [-20.0980, -17.7493, -8.3567], [-20.7856, -18.3072, -9.8410], [-19.7199, -16.9488, -9.9072], [-19.0378, -18.5140, -9.6211], [-24.2931, -16.8007, -14.4371], [-25.5225, -15.9384, -14.1836], [-25.5119, -14.9966, -13.4280], [-26.7255, -16.2498, -14.9901], [-23.4261, -16.1891, -14.6869], [-24.4089, -17.3876, -15.3482], [-23.9981, -17.5114, -13.6650], [-26.4608, -16.6954, -15.9490], [-27.2843, -15.3270, -15.1456], [-27.3437, -16.9368, -14.4122], [-22.4395, -22.7459, -8.4189], [-22.9847, -24.1363, -8.1616], [-23.9288, -24.2956, -7.4139], [-22.2360, -25.2617, -8.7864], [-22.9171, -21.9501, -7.8474], [-22.5718, -22.4858, -9.4691], [-21.3627, -22.7495, -8.2498], [-22.7329, -26.2174, -8.6197], [-21.1711, -25.2039, -8.5609], [-22.3636, -25.1475, -9.8629], [-16.4557, -22.2865, -12.5475], [-15.6136, -22.1591, -11.2739], [-15.1147, -21.0840, -11.0132], [-15.3376, -23.3834, -10.4209], [-17.0444, -23.2037, -12.5608], [-15.8227, -22.2971, -13.4349], [-17.0921, -21.4015, -12.5526], [-16.2501, -23.8813, -10.0928], [-14.7452, -23.0677, -9.5620], [-14.7834, -24.1533, -10.9576], [-17.7561, -20.1158, -5.1049], [-17.1278, -18.7769, -4.9074], [-16.0328, -18.5001, -5.3731], [-17.9302, -17.8175, -3.9654], [-18.8375, -20.0105, -5.0177], [-17.3915, -20.8609, -4.3978], [-17.5200, -20.3963, -6.1313], [-17.3588, -16.9172, -3.7392], [-18.2004, -18.3652, -3.0626], [-18.8088, -17.3645, -4.4247], [-25.4403, -17.2384, -2.3716], [-24.1056, -17.2090, -3.0427], [-23.6679, -16.1961, -3.5977], [-23.3609, -18.5287, -3.0085], [-25.5467, -16.2126, -2.0187], [-25.4700, -17.9441, -1.5415], [-26.2648, -17.5084, -3.0315], [-22.7768, -18.6342, -3.9227], [-24.0063, -19.4037, -2.9306], [-22.7092, -18.5464, -2.1350]]}